ORCA calculation (ωB97M-V with the def2-TZVPD basis set) on a molecular structure, C22H18BIrN6O6S6 at a distorted geometry.

The calculation puts the relative energy (zero: lowest compared OMol25 entry of this formula, charge and spin) at 116.1 kJ/mol. The value obtained for the LUMO energy is 3.83 eV. The highest occupied orbital energy is -2.14 eV.

Geometry as ORCA input:
```
! RIJCOSX wB97M-V def2-TZVPD def2/J DEFGRID3
* xyz -2 1
Ir -1.43 -1.25 -0.30
O 3.51 -0.63 3.73
S 2.06 -0.75 3.71
O 1.50 -1.25 4.98
O 1.52 -1.39 2.53
C 1.45 0.95 3.68
C 2.27 1.89 4.31
C 1.87 3.21 4.43
C 0.64 3.60 3.93
C -0.19 2.67 3.33
C 0.21 1.34 3.18
S -1.08 0.23 2.46
O -2.31 1.00 2.78
O -1.30 -3.03 0.93
O -0.79 0.37 0.95
H 3.23 1.55 4.68
H 2.53 3.92 4.92
H 0.31 4.63 4.02
H -1.17 2.94 2.96
S 0.58 -1.39 -1.38
C 0.21 -0.67 -2.92
C 1.06 -0.86 -4.01
C 0.82 -0.26 -5.24
C 1.72 -0.50 -6.33
N 2.45 -0.69 -7.20
C -0.31 0.56 -5.40
C -1.16 0.76 -4.32
C -0.93 0.15 -3.09
S -1.98 0.45 -1.73
C -0.59 1.19 -6.66
N -0.82 1.69 -7.66
H 1.93 -1.50 -3.89
H -2.03 1.39 -4.44
C -3.35 -5.74 -1.98
N -3.87 -4.87 -0.94
C -4.80 -5.20 0.02
C -4.92 -4.12 0.82
N -4.08 -3.13 0.35
B -3.92 -1.76 1.07
N -3.59 -1.95 2.56
C -4.34 -1.35 3.57
C -3.74 -1.57 4.75
N -2.58 -2.29 4.48
C -1.50 -2.59 5.40
C -2.51 -2.51 3.15
S -1.16 -3.29 2.45
C -3.43 -3.61 -0.73
S -2.28 -2.86 -1.74
H -3.70 -6.75 -1.78
H -2.26 -5.71 -1.96
H -3.70 -5.42 -2.96
H -5.28 -6.16 0.05
H -5.53 -3.96 1.69
H -4.95 -1.14 0.99
H -3.06 -1.06 0.53
H -5.22 -0.79 3.33
H -3.98 -1.24 5.74
H -1.62 -1.96 6.28
H -0.54 -2.37 4.92
H -1.52 -3.64 5.69
*
```